Record 1
8
Properties=species:S:1:pos:R:3:forces:R:3 method="wB97M-V/def2-TZVPD" charge=+2 homo_lumo_gap_ev="7.16 / 6.99" energy_ha=-912.34993 homo_ev="-16.15 / -16.01" multiplicity=2
H -0.617 -1.247 -2.220 4.737 2.316 1.124
O 2.441 1.362 -2.200 1.841 0.043 -1.551
C 1.455 1.404 -1.394 -2.422 -1.879 1.297
C 0.540 0.401 -1.140 0.693 3.487 1.513
O 0.607 -0.695 -1.906 -4.609 -4.507 -2.666
Li 3.124 3.025 -2.857 -0.199 0.049 0.143
Ca 2.792 -0.904 -2.249 -0.433 0.504 0.390
H -0.229 0.471 -0.368 0.392 -0.013 -0.249



Record 2
81
Properties=species:S:1:pos:R:3:forces:R:3 method="wB97M-V/def2-TZVPD" charge=+1 homo_lumo_gap_ev="5.67 / 4.11" energy_ha=-1964.55760 homo_ev="-9.25 / -9.15" multiplicity=5
Rh 0.041 2.521 0.784 1.591 -5.414 1.584
C -1.307 -2.040 2.456 -2.731 1.508 -0.799
C -2.547 -1.688 1.842 1.720 -0.404 0.912
C -1.718 -3.550 0.762 2.045 0.360 1.369
C -0.772 -3.152 1.750 -1.402 -1.928 -2.396
C -2.806 -2.631 0.807 0.331 0.341 0.533
C -0.694 -1.413 3.636 0.096 0.193 0.438
H -1.272 -0.553 3.972 0.175 0.002 -0.012
H 0.335 -1.107 3.427 0.003 0.091 0.082
H -0.651 -2.095 4.488 0.049 -0.200 -0.025
C 0.529 -3.780 2.049 0.222 -0.184 0.101
H 1.329 -3.033 2.054 0.049 -0.055 0.050
H 0.787 -4.544 1.318 0.048 0.004 0.055
H 0.511 -4.249 3.036 0.100 -0.019 0.067
C -1.628 -4.713 -0.150 -0.029 -0.360 -0.408
H -2.448 -5.426 0.042 0.343 0.085 -0.111
H -0.669 -5.233 -0.035 -0.299 -0.010 -0.019
H -1.709 -4.415 -1.208 -0.018 -0.154 0.230
C -3.998 -2.674 -0.071 -0.200 0.227 -0.362
H -4.709 -3.455 0.248 0.189 0.217 -0.083
H -3.715 -2.898 -1.114 -0.105 -0.035 0.336
H -4.519 -1.707 -0.069 0.021 -0.327 0.036
C -3.429 -0.569 2.238 -0.603 0.178 0.162
H -4.294 -0.924 2.815 0.054 0.156 -0.127
H -3.815 -0.037 1.357 0.043 0.018 0.219
H -2.896 0.145 2.867 -0.192 0.021 -0.053
C 1.793 3.581 0.290 2.994 1.434 -1.825
C 1.048 4.042 1.424 0.319 0.109 0.882
C 0.118 5.234 1.391 -0.888 -0.177 0.530
C -1.269 4.938 0.691 -0.354 0.565 0.209
C -1.413 3.605 0.008 -0.841 0.204 -2.244
C -0.481 3.174 -1.001 -1.884 1.558 -1.539
C 0.420 4.164 -1.717 -0.051 -0.231 -0.767
C 1.712 4.478 -0.959 -0.233 0.217 0.162
H 0.591 6.142 1.002 -0.045 -0.201 0.052
H -1.504 5.717 -0.038 0.047 0.187 0.018
H -0.144 5.403 2.438 0.216 0.335 -0.109
H 1.659 5.530 -0.620 0.488 -0.502 -0.222
H 2.838 3.298 0.483 -0.393 0.256 0.317
H 1.434 3.686 2.370 0.232 0.737 0.402
H 2.599 4.346 -1.611 -0.449 0.159 0.443
H 0.718 3.692 -2.652 -0.152 0.002 -0.224
H -0.746 2.266 -1.532 -0.196 0.465 -0.375
H -0.166 5.055 -2.018 0.403 -0.291 0.302
H -2.070 4.979 1.449 0.435 0.146 -0.225
H -2.406 3.141 -0.020 0.310 0.149 0.379
P 1.736 1.279 -0.234 -3.125 1.034 0.428
P -0.415 -0.727 -2.071 -0.267 1.006 1.515
C 1.966 0.972 -2.110 1.370 0.345 -0.093
C 0.896 0.241 -2.969 -0.554 -0.023 0.259
H 2.891 0.390 -2.117 -0.080 0.158 -0.185
H 2.210 1.934 -2.605 -0.125 -0.306 0.573
H 0.355 0.975 -3.586 0.452 -0.168 0.085
H 1.363 -0.486 -3.639 0.388 0.306 0.072
C -0.800 -2.161 -3.110 -0.014 -0.068 -1.037
H -1.465 -2.853 -2.563 0.306 0.399 -0.214
H 0.122 -2.698 -3.397 -0.507 0.217 0.104
H -1.324 -1.784 -4.011 0.282 -0.549 0.230
C -1.854 0.365 -2.423 -0.279 -0.014 -0.118
H -1.584 1.077 -3.211 -0.370 -0.083 0.032
H -2.174 0.927 -1.535 0.005 -0.296 -0.226
H -2.686 -0.254 -2.766 -0.068 0.157 0.059
C 2.860 0.966 1.170 1.044 -0.613 -0.439
H 2.541 1.487 2.092 -0.181 -0.067 -0.782
H 3.895 1.238 0.934 -0.027 -0.205 0.230
H 2.772 -0.117 1.322 0.287 0.306 0.277
C -0.579 1.683 2.536 -0.567 -0.032 0.283
H -1.135 0.768 2.301 0.400 0.235 0.141
H -1.276 2.445 2.894 0.057 -0.155 0.575
H 0.288 1.521 3.188 -0.456 -0.040 0.102
C 3.429 -3.688 -1.733 -0.421 -0.258 -0.198
C 2.047 -3.614 -1.495 0.161 0.268 0.339
C 1.518 -2.522 -0.765 -0.586 -0.768 -0.435
C 2.348 -1.469 -0.502 0.768 -1.089 0.068
C 3.709 -1.517 -0.679 0.690 -0.434 -0.289
C 4.267 -2.674 -1.286 0.016 0.537 0.299
H 3.836 -4.560 -2.264 -0.155 0.476 0.326
H 1.364 -4.403 -1.851 0.454 0.373 0.366
H 0.470 -2.515 -0.453 0.423 -0.088 -0.164
H 4.379 -0.718 -0.372 -0.089 -0.098 -0.036
H 5.363 -2.759 -1.369 -0.689 0.108 -0.088



Record 3
16
Properties=species:S:1:pos:R:3:forces:R:3 method="wB97M-V/def2-TZVPD" smiles="C=C/C(C)=C/C" homo_lumo_gap_ev=7.97 energy_ha=-234.45845 homo_ev=-7.65 multiplicity=1
C 0.522 2.593 -0.031 2.428 -0.514 1.711
C 0.294 1.462 -0.761 -3.194 1.899 -2.309
C -0.272 0.188 -0.404 4.622 -0.972 4.803
C -0.652 -0.842 -1.330 -0.353 -1.641 -2.620
C 0.059 -0.177 0.902 -0.981 -2.447 -1.112
C 0.296 -1.655 1.331 -0.894 -0.430 2.582
H 1.180 2.589 0.965 -2.300 -0.235 -1.811
H 0.348 3.603 -0.424 0.623 -0.622 -0.300
H 0.108 1.563 -1.871 0.017 0.781 0.902
H -1.512 -0.317 -1.791 0.431 -0.648 -1.021
H 0.122 -1.301 -2.053 -1.107 1.357 0.637
H -1.108 -1.752 -0.918 0.196 0.494 0.586
H -0.294 0.412 1.724 1.010 0.953 0.405
H -0.704 -2.146 1.323 0.288 0.240 0.533
H 0.889 -2.481 0.922 0.435 1.119 -1.403
H 0.724 -1.740 2.416 -1.222 0.666 -1.583



Record 4
7
Properties=species:S:1:pos:R:3:forces:R:3 method="wB97M-V/def2-TZVPD" charge=+1 homo_lumo_gap_ev="8.49 / 8.49" energy_ha=-228.06712 homo_ev="-16.02 / -16.02" multiplicity=1
C -1.381 -0.507 -0.240 0.372 0.410 -0.261
C 1.572 -0.415 0.310 0.555 -1.099 -0.520
O 2.135 -1.264 -0.175 -0.679 0.653 0.345
O -2.224 -1.183 0.188 0.661 -0.041 0.179
H -0.172 -0.568 0.113 -0.487 -0.205 0.121
H -1.444 0.289 -0.997 -0.163 -0.025 -0.041
H 1.605 0.510 0.878 -0.258 0.308 0.178



Record 5
17
Properties=species:S:1:pos:R:3:forces:R:3 method="wB97M-V/def2-TZVPD" homo_lumo_gap_ev=8.56 energy_ha=-492.32818 homo_ev=-8.11 multiplicity=1
C -0.717 -0.429 1.219 -0.578 -0.364 0.833
C -0.229 1.795 0.223 -1.344 0.001 -3.355
C 1.341 -0.884 -0.368 -2.789 -0.565 -0.353
C -0.535 0.296 0.044 1.990 0.972 -1.498
N -0.600 -1.065 2.187 -0.434 0.311 -0.300
N 1.200 -2.035 0.361 0.950 0.015 -2.770
O -1.483 2.548 0.280 0.558 -0.612 1.927
O 1.107 -1.057 -1.706 2.612 0.362 0.644
O -1.063 -0.149 -1.182 -3.249 1.386 -1.085
H 0.363 1.967 1.072 0.763 0.114 1.333
H 0.305 2.280 -0.677 -0.656 -1.195 1.185
H 2.044 -0.143 -0.049 0.342 0.323 -0.289
H 0.941 -2.020 1.330 -0.286 -0.026 0.440
H 0.766 -2.670 -0.323 -0.007 -0.271 1.475
H -1.749 2.422 1.230 -0.109 0.382 -1.433
H 0.196 -1.203 -1.991 -0.528 0.378 0.825
H -1.887 0.346 -1.650 2.766 -1.211 2.421